Molecular formula: C32H28F4I2N6O2SV
Method: DFT, ωB97M-V/def2-TZVPD

Values from the calculation:
* energy above the lowest of the compared OMol25 structures with the same formula, charge and spin: 0.0 kJ/mol
* max |F|: 3.00 eV Å⁻¹
* ⟨S²⟩: 3.82
* highest occupied orbital energy (alpha / beta): -7.5 / -8.3 eV
* LUMO level (alpha / beta): -0.63 / -2.41 eV
* E: -110268.2935 eV

```
! wB97M-V def2-TZVPD RIJCOSX def2/J DEFGRID3
* xyz 0 4
V -1.77 0.23 -1.35
C -3.56 1.60 -1.36
C -3.65 0.77 -0.23
C -3.70 -0.56 -0.68
C -3.68 -0.57 -2.11
C -3.60 0.77 -2.53
C -3.47 1.28 -3.90
C -3.89 -1.75 -3.02
C -4.02 -1.71 0.19
C -3.68 1.23 1.17
C -3.40 3.10 -1.35
H -2.79 2.16 -3.88
H -4.44 1.61 -4.30
H -3.04 0.51 -4.53
H -3.62 -2.68 -2.52
H -3.26 -1.74 -3.91
H -4.97 -1.78 -3.24
H -3.53 -1.62 1.21
H -3.74 -2.67 -0.23
H -5.10 -1.71 0.33
H -3.42 0.46 1.91
H -4.66 1.58 1.45
H -3.01 2.06 1.38
H -2.44 3.41 -1.80
H -3.43 3.47 -0.31
H -4.22 3.56 -1.92
I -0.59 0.56 1.56
C 1.40 -0.03 1.88
I 2.48 -0.01 0.09
H 1.36 -1.04 2.30
H 1.85 0.70 2.54
C 0.37 2.41 -3.86
C -0.37 1.55 -2.85
O -0.82 0.42 -3.20
O -0.57 1.93 -1.65
H 0.41 1.95 -4.84
H 1.33 2.65 -3.45
H -0.13 3.38 -3.87
F 1.88 -5.86 -2.02
C 2.05 -5.19 -0.90
C 3.22 -5.41 -0.27
F 4.08 -6.26 -0.80
C 3.60 -4.72 0.93
C 2.55 -3.86 1.43
C 1.38 -3.66 0.73
F 0.45 -2.88 1.29
C 1.08 -4.30 -0.49
C -0.10 -3.99 -1.19
C -0.69 -2.73 -1.14
N -1.18 -1.70 -1.17
C -0.74 -4.84 -2.11
N -1.38 -5.41 -2.89
F 2.66 -3.35 2.66
C 4.82 -4.89 1.58
C 5.78 -5.86 1.18
N 6.56 -6.66 0.93
C 5.27 -4.06 2.67
N 5.71 -3.42 3.51
N 0.76 3.52 0.38
C 0.19 4.25 1.33
S -1.31 4.93 1.16
N 0.87 4.47 2.49
C 2.07 3.85 2.92
C 2.04 3.09 4.08
C 3.24 2.55 4.57
C 4.43 2.70 3.86
C 4.42 3.49 2.72
C 3.27 4.09 2.24
H 0.15 3.16 -0.34
H 1.60 3.00 0.61
H 0.36 5.05 3.16
H 1.11 2.86 4.57
H 3.21 2.00 5.51
H 5.34 2.24 4.17
H 5.35 3.64 2.18
H 3.27 4.72 1.33
*
```

Results of the Mulliken charge analysis, in e, for atoms 1 through 6: atom 1 (V): -0.139, atom 2 (C): 0.597, atom 3 (C): 0.279, atom 4 (C): 0.923, atom 5 (C): 1.336, atom 6 (C): 0.648

Molecular formula: C32H28F4IN3O3ReS5
Method: DFT, ωB97M-V/def2-TZVPD

Values from the calculation:
* energy above the lowest of the compared OMol25 structures with the same formula, charge and spin: 55.6 kJ/mol
* max |F|: 0.52 eV Å⁻¹
* ⟨S²⟩: 0.76
* highest occupied orbital energy (alpha / beta): -7.9 / -7.8 eV
* LUMO level (alpha / beta): -1.10 / -0.81 eV
* E: -119527.2678 eV

```
! wB97M-V def2-TZVPD RIJCOSX def2/J DEFGRID3
* xyz 0 2
Re -0.45 0.13 -0.02
C 2.22 -2.58 -0.53
C 0.85 -2.42 -1.18
N -0.31 -2.00 -0.29
C -1.53 -2.59 -0.96
C -2.81 -2.71 -0.15
C -0.12 -2.56 1.08
C -0.92 -1.82 2.14
N -0.84 -0.39 1.83
C -1.27 0.52 2.79
C -1.11 1.89 2.52
F -0.59 2.26 1.33
C -1.48 2.88 3.40
F -1.30 4.16 3.05
C -2.03 2.57 4.63
C -2.21 1.24 4.92
F -2.75 0.88 6.08
C -1.85 0.23 4.03
F -2.10 -1.03 4.41
H 2.94 -2.74 -1.32
H 2.26 -3.45 0.13
H 2.53 -1.69 0.03
H 0.58 -3.39 -1.60
H 0.88 -1.71 -2.00
H -1.25 -3.59 -1.28
H -1.71 -1.99 -1.85
H -2.73 -3.48 0.62
H -3.59 -3.00 -0.85
H -3.12 -1.77 0.31
H 0.93 -2.42 1.34
H -0.34 -3.63 1.08
H -0.46 -2.03 3.10
H -1.96 -2.15 2.19
H -2.33 3.34 5.33
O 1.40 0.46 0.07
C 2.48 1.39 -0.14
C 2.97 1.37 -1.57
C 3.29 2.44 -2.36
C 3.80 2.06 -3.63
C 3.87 0.71 -3.78
S 3.32 -0.10 -2.38
C 3.58 0.91 0.79
C 4.92 1.10 0.69
C 5.64 0.58 1.80
C 4.82 0.01 2.72
S 3.17 0.09 2.25
C 2.02 2.78 0.24
C 1.16 3.58 -0.45
C 0.86 4.79 0.22
C 1.51 4.88 1.42
S 2.47 3.51 1.73
H 3.17 3.46 -2.04
H 4.09 2.76 -4.40
H 4.19 0.15 -4.64
H 5.38 1.59 -0.16
H 6.71 0.62 1.90
H 5.09 -0.47 3.65
H 0.73 3.29 -1.41
H 0.20 5.55 -0.16
H 1.47 5.69 2.13
O -4.39 -0.38 -4.60
S -4.85 -0.66 -3.27
O -5.54 -1.89 -3.02
N -3.59 -0.53 -2.19
C -3.79 0.43 -1.36
S -2.80 0.80 0.00
C -5.05 1.22 -1.55
C -5.52 2.31 -0.85
C -6.73 2.87 -1.25
C -7.44 2.35 -2.33
C -6.96 1.26 -3.04
C -5.76 0.71 -2.62
H -4.96 2.71 -0.02
H -7.12 3.73 -0.72
H -8.37 2.81 -2.62
H -7.50 0.85 -3.88
I -0.49 0.77 -2.67
*
```

Results of the Mulliken charge analysis, in e, for atoms 1 through 6: atom 1 (Re): -0.585, atom 2 (C): -2.172, atom 3 (C): 0.023, atom 4 (N): 0.058, atom 5 (C): -0.356, atom 6 (C): -1.483